Density functional theory data (ωB97M-V/def2-TZVPD) for a cluster of 2 separate species, C15H16Cl2O8 in total.

XYZ file:
```
41
Properties=species:S:1:pos:R:3:forces:R:3:nbo_charge:R:1
C 1.630833 -0.737370 2.004950 -0.061 0.046 -0.040 -0.61
C 1.893424 0.515459 1.163020 -0.144 -0.265 -0.034 -0.43
C 0.780647 0.762189 0.137004 0.031 -0.262 -0.043 -0.09
O 0.449868 2.147784 0.055071 0.151 0.204 0.018 -0.54
C -0.859660 2.543085 0.306725 -0.267 -0.254 0.003 0.36
O -0.843758 3.945890 0.219146 0.498 -0.131 -0.032 -0.49
C -0.360773 4.349103 1.442701 -0.657 -0.152 -0.248 0.98
O 0.422462 5.202880 1.640084 -0.049 0.513 0.108 -0.53
O -0.985555 3.594304 2.382379 0.789 -0.450 0.145 -0.49
C -1.263187 2.310521 1.801452 -0.242 0.471 0.268 0.00
C -2.708405 1.938997 2.079827 0.053 0.200 -0.100 -0.08
Cl -3.647927 3.079572 2.979474 0.003 0.047 -0.045 0.04
C -3.314800 0.819848 1.709517 -0.130 -0.139 0.038 -0.02
C -4.743795 0.457755 1.980899 0.036 0.077 0.045 -0.66
Cl -2.385851 -0.369747 0.847466 -0.187 -0.127 0.012 0.00
H 1.768355 -1.648056 1.414920 -0.024 0.034 0.065 0.21
H 0.602644 -0.751189 2.382214 0.080 0.026 0.021 0.20
H 2.301060 -0.781482 2.865088 0.012 -0.062 -0.088 0.22
H 2.841779 0.383784 0.636535 0.052 0.263 0.150 0.21
H 1.968717 1.395226 1.806375 0.053 -0.019 -0.082 0.22
H 1.100485 0.451270 -0.862759 -0.058 0.043 0.069 0.18
H -0.098259 0.166913 0.393505 0.201 0.217 -0.055 0.18
H -1.571154 2.149279 -0.422844 0.001 0.001 0.095 0.18
H -0.578038 1.607567 2.283022 -0.149 -0.177 -0.177 0.22
H -4.935969 0.468966 3.056686 0.010 -0.029 -0.075 0.24
H -5.410094 1.194711 1.525788 0.024 -0.081 0.010 0.24
H -4.969544 -0.530163 1.586351 -0.010 0.059 0.011 0.24
C 0.986310 -1.318387 -3.303784 0.019 0.064 -0.066 -0.40
C 0.412061 -1.914064 -2.249700 -0.036 0.026 0.004 0.33
C 1.034445 -3.102378 -1.546296 0.115 -0.068 -0.007 0.47
O 0.425893 -3.535909 -0.582918 -0.039 0.031 -0.007 -0.55
C 2.282899 -3.632277 -2.043317 -0.024 -0.062 0.087 -0.39
C 2.856858 -3.042486 -3.102931 0.042 -0.017 -0.009 0.33
C 2.245342 -1.839452 -3.793643 -0.094 0.079 -0.004 0.48
O 2.866308 -1.381711 -4.734836 0.022 -0.047 0.009 -0.53
O 3.996651 -3.439578 -3.642154 -0.011 -0.006 0.022 -0.62
O -0.732506 -1.525700 -1.706937 -0.017 -0.048 -0.062 -0.63
H 0.550972 -0.466066 -3.806165 -0.010 0.001 0.016 0.25
H 2.715539 -4.487224 -1.543502 0.018 0.005 -0.015 0.25
H 4.172890 -2.827866 -4.386096 -0.028 0.020 0.006 0.51
H -0.897166 -2.153997 -0.972317 0.028 -0.032 -0.011 0.51
```
Positions in Å, forces in eV/Å.

- HOMO level (eV) = -9.6
- LUMO (hartree) = -0.0630
- SMILES = CCCO[C@@H]1OC(=O)O[C@H]1/C(Cl)=C(/C)Cl.O=C1C=C(O)C(=O)C=C1O

---

Density functional theory data (ωB97M-V/def2-TZVPD) for a structure of composition C15H16Cl5CrF9N4O4S2 in a non-equilibrium geometry.

XYZ file:
```
56
Properties=species:S:1:pos:R:3:forces:R:3:lowdin_spin:R:1
Cr -0.230483 -0.838455 0.283971 -0.186 0.650 -0.153 3.05
N 0.110758 3.466051 1.279299 -0.471 -0.297 0.323 0.00
C 0.538544 2.052884 1.439086 0.768 1.182 -0.607 0.00
C 0.431722 1.559176 2.867037 0.024 -0.193 -0.302 0.00
C 1.011393 0.139313 2.996922 -0.238 0.510 0.199 0.00
N 0.183061 -0.856510 2.300975 -0.597 -0.590 0.203 -0.01
C 2.420635 0.073485 2.454002 -0.406 -0.409 0.360 0.00
C 2.553799 0.563359 1.049928 -0.238 -0.425 -1.153 0.00
N 1.933043 -0.410590 0.104459 -0.378 0.294 -0.343 0.00
C 1.951125 1.937927 0.838310 -0.293 0.016 0.686 0.00
H -0.706956 3.667163 1.875526 0.317 -0.180 -0.370 0.00
H -0.222596 3.856965 -0.506212 -0.020 0.208 -0.024 0.00
H 0.831946 4.087733 1.630747 0.132 0.012 -0.113 0.00
H -1.226445 1.446464 0.801240 -0.143 0.068 -0.223 0.00
H -0.622899 1.628757 3.167417 0.177 -0.206 0.122 0.00
H 1.000543 2.256121 3.482784 0.040 -0.149 0.216 0.00
H 1.002948 -0.147285 4.045884 0.171 0.129 0.197 0.00
H -0.728466 -0.911731 2.755940 -0.058 0.117 -0.120 0.00
H 0.567556 -1.776174 2.485672 0.230 -0.238 -0.014 0.00
H 2.762449 -0.951538 2.539446 0.227 -0.320 -0.094 0.00
H 3.067449 0.641366 3.079765 0.554 0.588 0.626 0.00
H 3.603557 0.619082 0.806227 0.461 0.082 -0.083 0.00
H 2.423016 -1.288094 0.139396 0.250 -0.505 0.226 0.00
H 2.102645 -0.103999 -0.859418 -0.211 0.114 0.149 0.00
H 1.919275 2.205083 -0.219734 -0.003 -0.006 0.033 0.00
H 2.607866 2.637725 1.352281 -0.014 0.238 0.012 0.00
F -1.715530 -0.517413 -4.336824 0.663 0.330 -0.028 0.00
C -0.412068 -0.202328 -4.317094 -0.305 -0.951 0.678 0.00
F 0.307361 -1.325442 -4.303786 -0.225 0.200 0.080 0.00
F -0.077212 0.499805 -5.353222 0.009 0.621 -0.683 0.00
S -0.033982 0.714409 -2.743448 -0.869 0.077 -0.892 0.00
O -0.624157 -0.132166 -1.720500 -0.726 -0.409 0.784 0.02
O 1.365781 0.878972 -2.611176 1.359 0.234 -0.010 0.00
N -0.775445 2.080870 -3.097572 -0.216 -0.242 0.672 0.00
S -1.466594 2.938623 -1.949812 0.717 -0.733 -0.177 0.00
O -0.427152 4.047975 -1.476150 -0.267 -0.218 0.199 0.00
O -0.291271 1.289272 0.582247 -0.392 -0.011 -0.124 0.01
C -2.531663 3.982414 -3.022803 -0.915 -0.332 -0.699 0.00
F -1.892471 4.630371 -3.977869 -0.199 -0.533 0.323 0.00
F -3.482886 3.153629 -3.523232 1.114 0.695 0.164 0.00
F -3.117907 4.831271 -2.209697 -0.140 0.495 0.267 0.00
Cl -1.806290 -3.253292 2.343462 0.047 0.461 0.046 0.01
C -0.954080 -3.794041 0.925879 -0.419 -0.179 0.372 0.01
C -0.217607 -2.934131 0.131108 0.119 0.751 0.069 -0.06
C 0.489145 -3.556771 -0.889164 -0.030 -0.205 -0.746 0.01
Cl 1.581544 -2.661623 -1.917107 -0.081 0.284 0.143 0.01
C 0.347741 -4.900199 -1.215464 0.233 -0.014 0.332 -0.01
Cl 1.146834 -5.573741 -2.577010 -0.061 -0.034 0.084 0.00
C -0.399670 -5.714345 -0.359138 0.424 -0.193 -1.405 0.02
Cl -0.491327 -7.372625 -0.700582 -0.113 -0.554 0.058 0.01
C -1.057302 -5.164808 0.700964 0.136 0.243 0.952 0.00
Cl -1.813394 -6.179582 1.847257 -0.298 -0.293 -0.002 0.00
F -2.449675 -0.239051 2.133915 -0.233 0.266 -0.215 -0.01
C -2.358633 -0.501445 0.761429 0.334 -0.143 -0.045 -0.04
F -3.375605 -1.302362 0.492343 0.131 -0.340 -0.138 0.00
F -2.751952 0.723496 0.192101 0.106 0.035 0.188 -0.01
```
Positions in Å, forces in eV/Å.

- total charge = +1
- HOMO level (alpha / beta) (eV) = -11.4 / -11.4
- LUMO (alpha / beta) (hartree) = -0.1143 / -0.1008
- multiplicity = 4

---

Density functional theory data (ωB97M-V/def2-TZVPD) for a structure of composition C15H16ClIrN3O5S2.

XYZ file:
```
43
Properties=species:S:1:pos:R:3:forces:R:3:lowdin_spin:R:1
Ir 0.052113 0.395406 -0.151558 -0.065 0.034 0.031 2.41
S -0.463831 1.670075 1.721414 0.003 0.008 -0.011 0.38
C -1.134040 3.152929 1.024116 0.015 -0.023 0.049 0.05
C -1.578354 4.156509 1.880858 -0.011 0.022 0.016 0.02
C -2.114003 5.334800 1.384291 0.005 -0.013 0.028 0.01
C -2.208345 5.518019 0.012098 0.001 -0.003 -0.030 0.02
C -1.765692 4.524208 -0.846710 -0.008 0.021 -0.008 0.02
C -1.225317 3.335703 -0.358638 -0.006 0.010 -0.068 0.05
S -0.679002 2.116549 -1.519085 0.001 -0.034 0.021 0.37
H -1.497161 4.001382 2.949960 -0.001 -0.001 -0.001 0.00
H -2.453537 6.104183 2.066499 0.000 -0.002 0.000 0.00
H -2.623776 6.433141 -0.391514 0.001 -0.001 -0.001 0.00
H -1.833114 4.660827 -1.919262 0.000 0.000 0.000 0.00
C 3.540722 -1.126362 2.376664 0.027 -0.062 0.016 0.00
O 2.761877 -2.159113 1.771268 -0.013 0.036 -0.088 0.00
C 1.462529 -2.348949 2.090386 0.031 0.027 0.017 0.01
O 0.889671 -3.330412 1.697899 -0.023 -0.017 0.014 0.00
N 0.917504 -1.372107 2.895434 0.050 -0.013 0.022 0.01
N -0.453569 -1.457712 3.182956 -0.005 -0.006 -0.007 0.00
H 4.538510 -1.246751 1.965909 0.011 -0.034 0.051 0.00
H 3.554672 -1.251426 3.460867 0.008 0.051 0.012 0.00
H 3.197453 -0.130894 2.094280 -0.081 -0.002 0.000 0.00
H 1.307525 -0.443821 2.814901 0.019 0.031 -0.037 0.00
H -0.969607 -0.819514 2.583509 -0.007 -0.017 0.006 0.00
H -0.588087 -1.177801 4.144948 -0.003 0.011 -0.006 0.00
O 2.208636 -0.897849 -1.512372 -0.011 -0.032 -0.071 0.04
N 2.863620 -0.224801 -0.727815 0.002 0.023 -0.002 0.01
O 4.075191 -0.259825 -0.624749 0.010 0.003 -0.007 0.03
O 2.212287 0.596049 0.056814 0.008 -0.031 0.070 0.15
Cl -0.233726 -3.876862 -5.645096 0.001 -0.003 -0.005 0.01
C -0.517671 -3.136223 -4.085161 0.006 -0.001 0.022 0.04
C 0.188778 -3.579288 -2.978901 -0.003 -0.002 -0.023 -0.01
C -0.042169 -2.992923 -1.747444 -0.016 0.018 0.019 0.04
C -0.976301 -1.961129 -1.599783 0.003 -0.038 -0.046 0.04
C -1.207499 -1.337743 -0.276935 0.063 -0.006 0.015 0.21
C -1.667252 -1.534917 -2.738700 0.014 0.010 0.013 0.04
C -1.445629 -2.115077 -3.976643 -0.004 0.001 -0.006 -0.01
H 0.917011 -4.372029 -3.083880 0.000 0.001 -0.002 0.00
H 0.511238 -3.326876 -0.877473 0.003 -0.005 -0.009 0.00
H -0.921453 -2.011049 0.533641 -0.019 0.010 0.010 0.03
H -2.239166 -1.010152 -0.144232 0.000 0.026 -0.006 0.02
H -2.377951 -0.720943 -2.650136 -0.001 0.002 -0.001 0.00
H -1.983082 -1.777232 -4.852628 0.000 0.001 0.000 0.00
```
Positions in Å, forces in eV/Å.

- total charge = -1
- HOMO level (alpha / beta) (eV) = -4.0 / -5.2
- LUMO (alpha / beta) (hartree) = 0.0964 / 0.0447
- multiplicity = 5
- energy above the lowest of the compared OMol25 structures with the same formula, charge and spin (kJ/mol) = 0.0